(1)
Below is the ion C2H2N3O2 with charge +1 in a non-equilibrium geometry, with properties calculated with ωB97M-V/def2-TZVPD.

Computed properties:
Orbital gap ... 7.573 eV
Total energy ... -391.6624 Ha
Charge ... +1
M ... 100.1 u

Each atom is followed by the atoms it is bonded to, with distances in Å.
Positions of all 9 atoms, in Å:
1 C 0.71 1.06 -0.01  C2 1.411, N3 1.256, H8 1.101
2 C 1.72 0.07 0.04  C1 1.411, O6 1.116
3 N -0.54 0.99 -0.06  C1 1.256, N5 1.450
4 N -0.66 -1.26 -0.08  N5 1.237, H9 1.018
5 N -1.33 -0.22 0.00  N3 1.450, N4 1.237, O7 1.190
6 O 2.63 -0.57 0.06  C2 1.116
7 O -2.50 -0.01 0.11  N5 1.190
8 H 1.14 2.08 -0.01  C1 1.101
9 H -1.17 -2.14 -0.05  N4 1.018

Atomic charges from the Mulliken analysis, expressed in e, are listed below: C -0.060; C 0.701; N -0.249; N -0.689; N 1.084; O 0.048; O -0.511; H 0.380; H 0.296

(2)
Below is the ion C2H2N3O3P with charge -2 in a non-equilibrium geometry, with properties calculated with ωB97M-V/def2-TZVPD.

Computed properties:
Orbital gap ... 6.746 eV
Total energy ... -808.6980 Ha
Charge ... -2
M ... 147.0 u

Each atom is followed by the atoms it is bonded to, with distances in Å.
Positions of all 11 atoms, in Å:
1 C -1.32 -2.24 0.11  N3 1.252, N4 1.441, H10 1.141
2 C 0.13 -0.16 -0.28  N5 1.227, P9 1.867
3 N -0.68 -2.19 -0.97  C1 1.252
4 N -1.49 -1.08 0.94  C1 1.441, N5 1.244
5 N -0.69 -0.18 0.63  C2 1.227, N4 1.244
6 O 0.40 2.69 -0.42  P9 1.713, H11 0.901
7 O 1.86 1.40 1.07  P9 1.481
8 O 2.22 1.30 -1.51  P9 1.492
9 P 1.34 1.26 -0.31  C2 1.867, O6 1.713, O7 1.481, O8 1.492
10 H -1.75 -3.25 0.39  C1 1.141
11 H -0.02 2.44 0.34  O6 0.901

Atomic charges from the Mulliken analysis, expressed in e, are listed below: C -0.008; C -0.101; N -0.606; N -1.181; N 0.499; O -0.559; O -0.726; O -0.800; P 0.818; H 0.369; H 0.296

(3)
Below is the ion C2H2N3O3S2 with charge -1 in a non-equilibrium geometry, with properties calculated with ωB97M-V/def2-TZVPD.

Computed properties:
SMILES string ... O=S1(=O)NC(=S)N=C([O-])N1
Orbital gap ... 8.354 eV
Total energy ... -1263.8533 Ha
Charge ... -1
M ... 180.2 u

Each atom is followed by the atoms it is bonded to, with distances in Å.
Positions of all 12 atoms, in Å:
1 O 0.53 -1.05 1.98  S2 1.450
2 S 0.49 -0.63 0.59  O1 1.450, O3 1.419, N4 1.660, N10 1.653
3 O 1.66 -1.00 -0.11  S2 1.419
4 N -0.89 -1.08 -0.22  S2 1.660, C5 1.650, H11 1.028
5 C -2.10 0.04 -0.09  N4 1.650, S6 1.637, N7 1.278
6 S -3.54 -0.72 -0.18  C5 1.637
7 N -1.88 1.30 -0.03  C5 1.278, C8 1.341
8 C -0.75 1.89 0.41  N7 1.341, O9 1.215, N10 1.421
9 O -0.49 3.06 0.58  C8 1.215
10 N 0.36 1.02 0.55  S2 1.653, C8 1.421, H12 1.027
11 H -1.25 -1.98 0.12  N4 1.028
12 H 1.09 1.68 0.84  N10 1.027

Atomic charges from the Mulliken analysis, expressed in e, are listed below: O -0.645; S 1.084; O -0.645; N -0.406; C 0.314; S -0.452; N -0.476; C 0.605; O -0.646; N -0.266; H 0.318; H 0.215

(4)
Below is a cluster of 2 separate species, C2H2N3OP in total in a non-equilibrium geometry, with properties calculated with ωB97M-V/def2-TZVPD.

Computed properties:
Spin multiplicity ... 3
Orbital gap (spin up / spin down) ... 9.432 / 8.755 eV
Total energy ... -658.0893 Ha
Charge ... 0
M ... 115.0 u

Each atom is followed by the atoms it is bonded to, with distances in Å.
Positions of all 9 atoms, in Å:
1 C 0.88 -0.67 1.60  N3 1.127, P7 1.763
2 C -1.36 0.61 1.46  N4 1.136, P7 1.758
3 N 1.96 -0.49 1.85  C1 1.127
4 N -1.90 1.60 1.58  C2 1.136
5 N 0.07 -0.49 -1.39  O6 1.375, H8 1.061
6 O 0.53 0.49 -2.24  N5 1.375, H9 0.993
7 P -0.75 -0.96 0.97  C1 1.763, C2 1.758
8 H -0.95 -0.44 -1.68  N5 1.061
9 H 1.51 0.36 -2.16  O6 0.993

Atomic charges from the Mulliken analysis, expressed in e, are listed below: C 0.311; C 0.280; N -0.313; N -0.312; N -0.301; O -0.324; P 0.012; H 0.281; H 0.366

(5)
Below is the ion C2H2N3OS with charge -1 in a non-equilibrium geometry, with properties calculated with ωB97M-V/def2-TZVPD.

Computed properties:
SMILES string ... N#CN(N)C([O-])=S
Orbital gap ... 7.643 eV
Total energy ... -715.1340 Ha
Charge ... -1
M ... 116.1 u

Each atom is followed by the atoms it is bonded to, with distances in Å.
Positions of all 9 atoms, in Å:
1 N -1.00 -2.37 0.21  C2 1.157
2 C -0.62 -1.29 0.01  N1 1.157, N3 1.326
3 N -0.02 -0.11 -0.02  C2 1.326, N4 1.383, C5 1.444
4 N 1.34 -0.20 -0.27  N3 1.383, H8 1.012, H9 0.963
5 C -0.79 1.10 0.13  N3 1.444, O6 1.195, S7 1.711
6 O -0.12 2.09 0.03  C5 1.195
7 S -2.47 0.77 0.14  C5 1.711
8 H 1.85 -0.43 0.57  N4 1.012
9 H 1.82 0.45 -0.80  N4 0.963

Atomic charges from the Mulliken analysis, expressed in e, are listed below: N -0.545; C 0.415; N 0.199; N -0.674; C 0.376; O -0.603; S -0.563; H 0.174; H 0.221

(6)
Below is the ion C2H2N3OS with charge -1 in a non-equilibrium geometry, with properties calculated with ωB97M-V/def2-TZVPD.

Computed properties:
SMILES string ... N#CN(N)C([O-])=S
Orbital gap ... 7.860 eV
Total energy ... -715.1388 Ha
Charge ... -1
M ... 116.1 u

Each atom is followed by the atoms it is bonded to, with distances in Å.
Positions of all 9 atoms, in Å:
1 N -1.33 -2.50 2.17  C2 1.143
2 C -1.29 -1.63 1.44  N1 1.143, N3 1.298
3 N -1.06 -0.77 0.49  C2 1.298, N4 1.459, C5 1.561
4 N 0.31 -0.41 0.15  N3 1.459, H8 0.998, H9 1.091
5 C -2.18 -0.05 -0.33  N3 1.561, O6 1.221, S7 1.667
6 O -1.80 0.64 -1.26  C5 1.221
7 S -3.70 -0.47 0.18  C5 1.667
8 H 0.60 0.13 0.93  N4 0.998
9 H 0.21 0.36 -0.62  N4 1.091

Atomic charges from the Mulliken analysis, expressed in e, are listed below: N -0.531; C 0.398; N 0.176; N -0.755; C 0.340; O -0.627; S -0.523; H 0.212; H 0.310

(7)
Below is the ion C2H2N3S2 with charge +1 in a non-equilibrium geometry, with properties calculated with ωB97M-V/def2-TZVPD.

Computed properties:
Orbital gap (spin up / spin down) ... 7.395 / 7.395 eV
Total energy ... -1037.5883 Ha
Charge ... +1
M ... 132.2 u

Each atom is followed by the atoms it is bonded to, with distances in Å.
Positions of all 9 atoms, in Å:
1 C -2.15 -0.41 -0.10  C2 1.313, S6 1.490
2 C -1.18 -1.17 -0.57  C1 1.313, N5 1.286, H8 1.156
3 N 0.38 0.52 -0.40  N5 1.258, S7 1.657
4 N 2.26 0.75 1.16  S7 1.484, H9 0.974
5 N 0.00 -0.66 -0.61  C2 1.286, N3 1.258
6 S -3.03 0.70 0.35  C1 1.490
7 S 1.83 1.29 -0.16  N3 1.657, N4 1.484
8 H -1.19 -2.08 -1.27  C2 1.156
9 H 3.07 1.06 1.60  N4 0.974

Atomic charges from the Mulliken analysis, expressed in e, are listed below: C 0.529; C -0.051; N -0.201; N -0.302; N 0.063; S -0.150; S 0.483; H 0.316; H 0.314

(8)
Below is an isolated molecule of C2H2N4O2 in a non-equilibrium geometry, with properties calculated with ωB97M-V/def2-TZVPD.

Computed properties:
SMILES string ... [H]/N=c1\nn[nH]oc1=O
Orbital gap ... 9.051 eV
Total energy ... -446.7427 Ha
Charge ... 0
M ... 114.1 u

Each atom is followed by the atoms it is bonded to, with distances in Å.
Positions of all 10 atoms, in Å:
1 H -2.04 0.91 1.38  N2 1.121
2 N -0.96 1.23 1.37  H1 1.121, C3 1.217
3 C -0.51 0.62 0.42  N2 1.217, N4 1.505, C8 1.434
4 N -1.31 -0.47 -0.25  C3 1.505, N5 1.211
5 N -0.65 -1.35 -0.76  N4 1.211, N6 1.598
6 N 0.84 -1.52 -0.20  N5 1.598, O7 1.398, H10 1.012
7 O 1.54 -0.32 -0.37  N6 1.398, C8 1.390
8 C 0.80 0.83 -0.12  C3 1.434, O7 1.390, O9 1.269
9 O 1.17 2.01 -0.40  C8 1.269
10 H 1.11 -1.97 -1.06  N6 1.012

Atomic charges from the Mulliken analysis, expressed in e, are listed below: H 0.331; N -0.487; C 0.488; N -0.127; N -0.204; N -0.159; O -0.185; C 0.514; O -0.500; H 0.329